ORCA calculation (the ωB97M-V functional and the def2-TZVPD basis) on a molecular structure, CHBr2NO3S at a distorted geometry.

Summary:
E: -5865.277384 hartree
E_LUMO: -0.033 Eh
frontier orbital gap: 9.3 eV
E_HOMO: -10.17 eV

Geometry as ORCA input:
```
! wB97M-V def2-TZVPD RIJCOSX def2/J DEFGRID3
* xyz 0 1
O 3.93826 -0.11905 1.56993
Br 2.42768 -0.28586 -1.25494
S 0.54369 -0.52509 1.11751
C 4.61494 0.00229 0.63313
Br 1.51332 2.07640 0.60308
H -1.63954 -0.65291 0.23222
O 0.75207 -1.93703 0.85790
N 1.77359 0.25435 0.37204
O -0.88056 -0.07042 0.26440
*
```

=====

ORCA calculation (the ωB97M-V functional and the def2-TZVPD basis) on a molecular structure, C24H26IN5NiO2 at a distorted geometry.

Summary:
E: -3160.373317 hartree
E_LUMO (alpha / beta): -0.022 / -0.022 Eh
expectation value of S²: 2.010
frontier orbital gap (alpha / beta): 6.2 / 6.7 eV
E_HOMO (alpha / beta): -6.82 / -7.32 eV

Geometry as ORCA input:
```
! wB97M-V def2-TZVPD RIJCOSX def2/J DEFGRID3
* xyz 0 3
N 1.72128 1.09437 7.24779
C 1.32621 -0.29526 2.07473
H -4.37975 -2.28623 -2.05668
O 2.44775 1.55585 -0.64253
C 0.33965 -0.09914 4.28768
H 3.54702 1.01911 4.31722
Ni 0.46446 0.86243 -0.44171
C 1.22379 -0.71204 0.71918
H -0.68148 -0.87202 2.58576
C 1.53280 0.44822 4.78537
N -0.58255 -3.84587 -0.75497
H 2.12089 -6.49387 -0.83997
C 2.77156 2.71426 -0.43159
C 2.52525 0.24401 2.60595
C -1.45237 4.71971 -0.28149
C -0.36001 -4.46927 -1.91751
H 4.09626 2.29904 1.04539
C 0.23975 -0.45676 2.97156
H -2.24656 2.82173 0.29659
C 2.16023 3.88456 -1.14097
H 0.81590 -5.98201 -2.93346
C -2.17573 2.92257 -1.86839
C -1.54548 3.19000 -0.48642
H -3.22213 3.22061 -1.85920
H 2.17418 -0.84983 0.19886
H -4.56669 -0.44052 -0.39580
H -2.48866 0.72142 0.34317
N 1.10235 -5.12608 0.29013
C -1.15915 -1.29988 -1.81208
H -1.64902 3.47959 -2.64057
C -2.24581 -2.07444 -2.22294
C 1.63372 0.81141 6.13632
H -2.10754 1.86561 -2.11646
C 0.62509 -5.46172 -2.00818
H -0.17443 -1.49025 -2.21942
C -1.19254 -4.16412 -3.06832
H -0.49292 -0.23738 4.96245
H -1.11639 -4.87716 -3.87795
H 3.92727 3.97949 0.70529
H -0.85398 5.16803 -1.07304
H 0.49948 -1.50358 0.53310
H -1.00588 4.94318 0.68520
H 3.37844 0.33477 1.94527
C 1.33979 -5.74413 -0.85814
C 2.62660 0.61058 3.92104
O -0.31994 2.60446 -0.32102
N 3.74763 3.02674 0.44407
I 1.51359 3.24773 -3.06943
C -3.50485 -1.73939 -1.73172
H -2.70581 -3.12301 -4.05522
H -2.45248 5.14551 -0.31488
C -2.45931 -0.05586 -0.40595
H -0.05513 -3.71521 1.21781
N -1.26249 -0.31256 -0.93578
C -2.06706 -3.15834 -3.18158
C -3.60736 -0.72005 -0.80174
C 0.14936 -4.21099 0.27649
H 2.83477 4.73255 -1.22880
H 1.24843 4.14939 -0.60250
*
```

=====

ORCA calculation (the ωB97M-V functional and the def2-TZVPD basis) on C4H8Br2O in the gas phase at a distorted geometry.

Summary:
E: -5380.442764 hartree
E_LUMO: 0.009 Eh
structure (SMILES): C[C@@](Br)(CO)CBr
frontier orbital gap: 10.5 eV
E_HOMO: -10.25 eV

Geometry as ORCA input:
```
! wB97M-V def2-TZVPD RIJCOSX def2/J DEFGRID3
* xyz 0 1
H -1.30934 1.88745 1.55241
C 0.18606 -0.06130 0.20173
H -1.04096 -1.90964 0.92195
H -0.70997 1.73267 -0.65324
Br -0.43875 -2.20108 -1.74595
H 2.22798 -0.26805 -0.36168
C -0.21106 -1.62663 0.26156
Br 0.97853 0.34616 1.95632
C 1.38439 0.32288 -0.71201
H -1.68578 0.26626 -0.79792
H 0.74658 -1.97929 0.61818
H 1.56411 1.44589 -0.53100
H 1.16370 0.04715 -1.68042
C -1.02615 0.83743 -0.12125
O -1.82934 1.16011 1.09131
*
```

=====

ORCA calculation (the ωB97M-V functional and the def2-TZVPD basis) on a molecular structure, C38H26BrN10RuS3.

Summary:
E: -5874.240233 hartree
E_LUMO (alpha / beta): -0.246 / -0.254 Eh
expectation value of S²: 0.794
frontier orbital gap (alpha / beta): 5.8 / 5.8 eV
E_HOMO (alpha / beta): -12.55 / -12.75 eV

Geometry as ORCA input:
```
! wB97M-V def2-TZVPD RIJCOSX def2/J DEFGRID3
* xyz 2 2
C -1.81445 2.37011 -1.93972
H -4.25219 2.57204 0.23149
C 3.97704 0.30591 -0.18352
N -1.64231 -0.02905 1.56156
C 1.51335 5.03996 1.83415
H 3.11700 -1.56789 0.41050
C 0.39885 0.41548 2.77606
H 0.78415 -0.80009 0.03744
H -0.35062 7.05696 0.11024
N -0.31612 3.81997 0.94637
C 5.43436 1.40801 6.04212
C 5.50092 -0.66619 5.10544
N 1.11147 6.17310 1.26620
H -2.35617 -7.10349 -7.04327
H -0.42843 -8.09316 -5.85843
Br 5.73722 -0.26418 0.15000
H -1.88644 2.73157 -4.04500
N 0.27890 1.61685 2.20242
H -0.19872 -2.11790 3.76228
C 4.27839 1.74313 5.35082
Ru -1.13735 1.92300 0.84987
N -1.96973 -2.49650 2.78525
C 0.81345 3.85237 1.70037
C 1.18002 2.58869 2.38453
H 1.61319 -0.83761 4.03365
C 2.44273 2.00866 -0.88116
C -0.91449 -1.72695 3.05003
C -4.45700 -4.05111 -3.50139
C -0.58039 -6.77195 -4.17672
S -2.52937 -0.71589 -2.03737
H -3.41253 -0.42208 0.58109
N -2.46104 2.32859 -0.75215
S -5.53386 -5.21218 -3.86465
C -0.00767 6.13405 0.56058
C -0.97334 -7.27278 -5.41119
N 6.04179 0.23085 5.92440
H 3.81821 2.71078 5.50847
C -1.27622 -5.72369 -3.60012
N -3.07252 -4.09658 -3.66853
H -5.51190 3.22375 -1.80136
H -3.60484 -5.23115 -6.02885
C -0.42376 1.93914 -1.87243
C 2.48794 1.09929 3.73066
C 2.91976 -0.56140 0.06707
H -0.98696 -5.31737 -2.64063
C 3.71483 0.79948 4.50188
C -3.12672 -2.13216 -2.67048
H 4.57818 2.24173 -0.88292
H -1.62445 4.91784 -0.21114
H 5.88915 2.11813 6.72232
C -0.73381 -0.48991 2.46066
H 2.24913 3.01277 -1.24173
C 1.50057 0.12674 3.55839
C 2.30715 2.35690 3.14693
C 1.61998 -0.13141 -0.13221
C 4.34098 -0.43452 4.37976
N -2.35522 -3.09552 -3.20863
S -4.82465 -2.51006 -2.78415
C -2.05947 -6.72189 -6.07610
H 3.06716 3.11623 3.26745
H 2.42463 5.08739 2.41738
C -3.79176 3.04589 -3.08265
C -2.70135 -0.78697 1.30901
C 1.38892 1.15531 -0.59484
C -2.76850 -5.67581 -5.50890
C -2.86225 -2.02294 1.93360
C -4.45855 2.99211 -1.87227
C -0.72413 4.95418 0.38710
H 0.18588 1.82774 -2.76324
H -4.31408 3.32453 -3.98770
C -2.44352 2.72385 -3.11740
H 3.96393 -1.19622 3.70809
C 3.74736 1.58240 -0.67265
H -3.73122 -2.63328 1.72174
N 0.03334 1.61791 -0.72129
H 6.01856 -1.61425 5.02086
C -2.36868 -5.19706 -4.27197
H 0.26745 -7.20120 -3.66082
C -3.75913 2.62899 -0.73071
*
```

=====

ORCA calculation (the ωB97M-V functional and the def2-TZVPD basis) on a gas-phase ion, C4H10NOS (charge -1) at a distorted geometry.

Summary:
E: -686.520784 hartree
E_LUMO: 0.116 Eh
structure (SMILES): C[C@@H](CS)NC[O-]
frontier orbital gap: 6.2 eV
E_HOMO: -3.06 eV

Geometry as ORCA input:
```
! wB97M-V def2-TZVPD RIJCOSX def2/J DEFGRID3
* xyz -1 1
N -0.91374 -0.82592 -0.58969
S 1.49476 2.40172 -0.64575
H -1.30833 1.01255 0.10098
H -1.89115 -0.94565 -0.16340
H -0.83829 0.15119 2.16269
H 1.02141 -1.79071 -0.65024
H 0.34211 1.46758 1.72476
H 0.89169 -0.23608 1.70319
H -0.20518 -2.80472 -1.31074
H -0.09297 1.37800 -1.93433
C -0.50835 0.38056 0.07003
H 1.04453 0.08366 -1.33827
C 0.42223 0.94396 -1.02469
C 0.05393 -2.26951 -0.30270
C -0.04444 0.40168 1.58389
H 0.60424 3.42597 -0.28617
O -0.07245 -2.77428 0.90043
*
```

=====

ORCA calculation (the ωB97M-V functional and the def2-TZVPD basis) on a gas-phase ion, CH6N3S (charge +1) at a distorted geometry.

Summary:
E: -603.803771 hartree
E_LUMO: -0.232 Eh
frontier orbital gap: 7.8 eV
E_HOMO: -14.15 eV

Geometry as ORCA input:
```
! wB97M-V def2-TZVPD RIJCOSX def2/J DEFGRID3
* xyz 1 1
N -0.31802 -0.90921 -0.88150
N 0.81111 0.09852 0.97380
H -0.02848 1.25093 -0.34653
H 0.11717 -1.79451 -1.10088
H 0.17680 0.50643 1.51844
S -1.86238 -0.99015 -0.76884
C 0.54847 0.30461 -0.36883
H 1.54918 0.29194 -0.84876
H -2.97365 0.72026 0.15255
H 1.70898 -0.27643 1.27232
N -2.15612 0.41782 -0.32712
*
```